17
Properties=species:S:1:pos:R:3:mulliken_charge:R:1 method="wB97M-V/def2-TZVPD" homo_lumo_gap_ev=9.26 homo_ev=-9.5 e_lumo_ev=-0.239 e_above_lowest_kj_mol=35.1
C -2.113 -0.532 -0.651 0.7261
C 0.797 -0.660 -0.425 -0.3774
C -1.339 -0.833 0.614 -0.2060
C 1.957 0.243 -0.125 -0.3221
C 2.011 1.413 -0.743 -0.2380
N -0.082 -0.787 0.648 -0.2852
O -3.393 -0.340 -0.397 -0.4325
O -1.589 -0.417 -1.754 -0.5660
Br 0.095 0.864 3.623 -0.2415
Br 3.767 2.268 -0.912 -0.1864
H 0.327 -0.244 -1.456 0.2242
H 1.097 -1.605 -0.776 0.2873
H -1.860 -0.941 1.609 0.3308
H 2.720 -0.139 0.570 0.3403
H 1.154 1.840 -1.319 0.3760
H -3.849 -0.044 -1.174 0.3522
H 0.302 -0.088 2.668 0.2181



19
Properties=species:S:1:pos:R:3:mulliken_spin:R:1 method="wB97M-V/def2-TZVPD" charge=+1 homo_lumo_gap_ev="4.10 / 4.11" multiplicity=2 homo_ev="-11.7 / -11.7" e_lumo_ev="-7.551 / -7.545"
Cu 4.220 3.764 3.390 -0.0011
Cl 0.394 4.598 2.051 1.0010
O 2.463 -0.866 2.061 0.0000
C 1.519 -1.635 1.780 0.0000
O 1.239 -2.624 2.540 0.0000
C 0.222 -3.482 2.092 0.0000
C -0.380 -2.687 0.888 0.0000
C 0.588 -1.517 0.643 0.0000
H -0.637 -3.583 2.756 0.0000
H 0.575 -4.504 1.953 0.0000
H -1.331 -2.186 1.067 0.0000
H -0.542 -3.412 0.090 0.0000
H 0.108 -0.539 0.668 0.0000
H 1.152 -1.596 -0.287 0.0000
C -1.940 4.153 -4.115 0.0000
Br -2.518 5.333 -5.552 0.0000
Br -0.108 3.605 -4.737 0.0001
Br -3.056 2.607 -4.181 0.0000
H -1.966 4.570 -3.109 0.0000



15
Properties=species:S:1:pos:R:3:mulliken_charge:R:1 method="wB97M-V/def2-TZVPD" homo_lumo_gap_ev="7.80 / 7.80" homo_ev="-7.8 / -7.8" e_lumo_ev="-0.047 / -0.045" e_above_lowest_kj_mol=93.1
C 0.168 1.097 -2.804 -0.3012
C 0.255 0.220 0.015 0.4310
C 1.400 0.161 -1.091 0.0869
C -1.176 -0.764 1.902 -1.1253
C 0.190 -0.303 1.450 -0.1464
N 1.086 0.396 -2.336 -0.4107
F -0.937 0.475 -0.636 -0.2906
Br 3.130 -0.312 -0.534 -0.1531
H -0.253 0.907 -3.782 0.2588
H -0.466 1.724 -2.190 0.2682
H -2.039 -0.178 1.523 0.3026
H -1.300 -1.889 1.651 0.2642
H -1.198 -0.797 3.026 0.3392
H 0.250 0.464 2.197 0.1939
H 0.888 -1.201 1.611 0.2823



15
Properties=species:S:1:pos:R:3:mulliken_charge:R:1 method="wB97M-V/def2-TZVPD" homo_lumo_gap_ev=8.29 homo_ev=-7.8 e_lumo_ev=0.469 e_above_lowest_kj_mol=233.8
C 2.192 0.324 -0.163 -0.8374
C 1.720 -0.458 0.776 -0.0014
C -1.115 -0.432 0.517 0.5866
C -1.993 0.093 -1.676 -0.7281
C 0.736 0.104 1.686 -0.5059
O -1.785 -1.257 1.058 -0.4821
O -1.032 0.268 -0.551 -0.1803
Br 0.703 1.984 1.859 -0.1658
H 2.752 -0.181 -0.862 0.2897
H 1.900 1.309 -0.109 0.2656
H 1.935 -1.490 0.923 0.3498
H -2.722 0.876 -1.670 0.2928
H -2.416 -0.883 -1.818 0.3403
H -1.337 0.276 -2.456 0.2908
H 0.462 -0.534 2.485 0.4856



13
Properties=species:S:1:pos:R:3:mulliken_charge:R:1 method="wB97M-V/def2-TZVPD" homo_lumo_gap_ev=7.88 homo_ev=-9.1 e_lumo_ev=-1.222 e_above_lowest_kj_mol=564.9
C 2.438 -2.153 -0.103 -0.2095
C 1.403 -1.761 0.313 -0.5229
C -0.376 0.125 -1.290 -1.0589
C -0.624 0.387 1.228 -1.0938
C -0.784 -0.416 0.028 0.6413
Cl -2.080 -1.586 0.067 -0.1062
H 3.416 -2.714 -0.012 0.2898
H 0.515 0.836 -1.295 0.3097
H -0.157 -0.749 -1.841 0.3987
H -1.326 0.336 -1.895 0.3375
H 0.366 0.767 1.207 0.3190
H -1.366 1.212 1.361 0.3346
H -0.824 -0.360 1.997 0.3607



13
Properties=species:S:1:pos:R:3:mulliken_charge:R:1 method="wB97M-V/def2-TZVPD" homo_lumo_gap_ev=9.64 smiles="C=C(C)/C=C/Cl" homo_ev=-8.8 e_lumo_ev=0.813 e_above_lowest_kj_mol=66.1
C -1.981 1.302 0.044 -1.4261
C -1.544 -0.150 0.043 1.1891
C -2.441 -1.140 -0.063 -0.9106
C -0.164 -0.499 0.083 -0.3684
C 0.800 0.389 -0.101 -0.3945
H -1.550 1.854 0.884 0.3516
H -1.691 1.824 -0.856 0.3491
H -3.066 1.396 0.115 0.3521
H -3.525 -0.931 -0.246 0.2534
H -2.037 -2.178 -0.023 0.2283
H 0.090 -1.537 0.293 0.2462
H 0.650 1.444 -0.219 0.3432
Cl 2.536 -0.075 0.001 -0.2134



23
Properties=species:S:1:pos:R:3:mulliken_charge:R:1 method="wB97M-V/def2-TZVPD" homo_lumo_gap_ev=9.63 homo_ev=-9.5 e_lumo_ev=0.151 e_above_lowest_kj_mol=681.3
Cl 0.882 5.334 -4.007 -0.1985
C -0.303 4.030 -4.388 -0.3373
C -0.825 3.396 -3.103 -0.8065
Cl 0.514 2.611 -2.247 -0.1415
H 0.221 3.320 -5.028 0.3152
H -1.113 4.493 -4.951 0.4244
H -1.651 2.705 -3.271 0.5640
H -1.281 4.227 -2.565 0.4330
C -0.056 2.494 -8.024 -0.0055
Cl -0.222 0.707 -7.801 -0.1899
Cl 0.061 3.480 -6.521 -0.1815
Cl -1.298 3.021 -9.219 -0.1458
H 0.870 2.541 -8.598 0.3328
C -1.070 -0.007 -4.268 -0.0319
Cl -0.387 1.188 -5.420 -0.0575
Cl -2.654 -0.467 -4.913 -0.1372
Cl -1.139 0.818 -2.731 -0.1572
H -0.372 -0.837 -4.158 0.3778
C 2.811 5.084 -1.966 0.7366
Cl 2.896 4.344 -0.408 -0.1378
Cl 4.016 4.307 -3.053 -0.1200
Cl 2.957 6.860 -1.994 -0.1419
H 1.804 4.838 -2.305 -0.3940



18
Properties=species:S:1:pos:R:3:mulliken_charge:R:1 method="wB97M-V/def2-TZVPD" homo_lumo_gap_ev=7.85 homo_ev=-8.6 e_lumo_ev=-0.775 e_above_lowest_kj_mol=71.7
C -0.953 1.466 -0.808 -0.9478
C -2.466 -0.120 -0.051 -0.1906
C -1.175 0.288 -0.260 0.6616
C 2.008 0.309 -0.109 0.0859
C 1.309 -0.833 -0.735 0.0837
N 1.838 0.591 1.034 -0.3571
N -0.329 -1.229 1.302 -0.5844
N -0.279 -0.829 -0.037 0.0206
S -3.781 0.891 -0.052 -0.2937
Cl 2.683 1.443 -1.406 -0.2132
Cl 2.029 -2.382 -0.187 -0.1810
H 0.026 2.024 -0.875 0.1624
H -1.897 1.922 -0.965 0.2952
H -2.626 -1.192 0.112 0.3200
H 1.275 -0.795 -1.861 0.3774
H 2.195 1.403 1.566 0.2827
H -0.078 -2.266 1.357 0.2457
H 0.222 -0.690 1.975 0.2327



15
Properties=species:S:1:pos:R:3:mulliken_charge:R:1 method="wB97M-V/def2-TZVPD" homo_lumo_gap_ev=10.08 homo_ev=-9.3 e_lumo_ev=0.773 e_above_lowest_kj_mol=389.5
C 2.210 0.068 0.523 -0.4214
C 0.921 0.272 0.805 -0.7526
C -0.184 0.528 -0.076 1.6148
C -0.250 -0.669 -1.079 -0.4800
C -1.530 0.361 0.447 -0.7948
H 2.822 0.040 1.374 0.4148
H 0.559 0.291 1.915 0.1072
H -0.504 -0.509 -2.258 0.2592
H 0.521 -1.575 -0.902 0.2291
H -2.259 -1.152 -0.911 0.2457
H -1.343 0.359 1.580 0.1852
H -2.357 0.911 0.230 0.3842
N -1.561 -1.024 -0.300 -0.4963
F 2.900 -0.125 -0.798 -0.2731
Cl 0.054 2.224 -0.551 -0.2219



15
Properties=species:S:1:pos:R:3:mulliken_charge:R:1 method="wB97M-V/def2-TZVPD" homo_lumo_gap_ev=9.67 smiles="C=C(Cl)[C@@H]1CN=CN1" homo_ev=-8.8 e_lumo_ev=0.822 e_above_lowest_kj_mol=116.0
C 1.359 0.300 -0.005 0.2369
C 1.366 1.457 -0.624 -0.7680
C 0.200 -0.415 0.668 0.1055
C -0.491 -1.465 -0.325 -0.5077
C -1.839 0.251 -0.076 -0.1188
H 2.365 1.777 -1.045 0.2540
H 0.446 2.080 -0.788 0.2463
H 0.514 -1.049 1.545 0.3264
H -0.749 -2.315 0.315 0.3029
H 0.179 -1.808 -1.108 0.3266
H -2.649 0.927 -0.213 0.4348
H -0.919 1.231 1.516 0.2074
N -1.686 -0.785 -0.789 -0.5879
N -0.900 0.439 0.891 -0.2574
Cl 2.804 -0.625 0.040 -0.2009



14
Properties=species:S:1:pos:R:3:mulliken_charge:R:1 method="wB97M-V/def2-TZVPD" homo_lumo_gap_ev=10.35 smiles="C=CC(=C)[C@@H](O)Cl" homo_ev=-9.5 e_lumo_ev=0.857 e_above_lowest_kj_mol=288.4
C 0.679 -1.293 -0.712 -0.5944
C 0.134 1.665 1.009 -0.8028
C 0.237 -0.833 0.424 -0.2937
C -0.337 0.501 0.643 0.1815
C -1.925 0.468 -0.373 -0.0368
O -1.695 -0.177 -1.553 -0.4679
Cl -2.954 -0.554 0.690 -0.1926
H 0.815 -2.399 -0.686 0.2790
H 0.997 -0.546 -1.457 0.2783
H -0.444 2.467 1.078 0.3442
H 1.100 1.792 1.400 0.2990
H -0.002 -1.505 1.228 0.2702
H -2.472 1.399 -0.749 0.3627
H -1.850 -1.183 -1.477 0.3733



14
Properties=species:S:1:pos:R:3:mulliken_charge:R:1 method="wB97M-V/def2-TZVPD" homo_lumo_gap_ev=9.86 smiles="O[C@@H]1CCC=C1Cl" homo_ev=-9.1 e_lumo_ev=0.788 e_above_lowest_kj_mol=168.2
C 0.232 -1.135 -0.311 0.1594
C -0.748 -0.507 0.824 -0.6777
C -0.625 1.115 0.722 -0.5151
C 0.733 1.266 0.174 -0.2364
C 1.216 0.142 -0.493 -0.0370
H -0.403 -0.901 -2.329 0.3399
H 0.678 -2.122 0.050 0.2956
H -0.333 -0.841 1.825 0.3073
H -1.833 -0.923 0.585 0.2675
H -0.670 1.570 1.730 0.2981
H -1.434 1.558 0.030 0.2227
H 1.384 2.165 0.003 0.3022
O -0.728 -1.210 -1.339 -0.5485
Cl 2.533 -0.176 -1.472 -0.1780



16
Properties=species:S:1:pos:R:3:mulliken_charge:R:1 method="wB97M-V/def2-TZVPD" homo_lumo_gap_ev=9.52 smiles="C=C(/C=C/C)S(=O)(=O)Cl" homo_ev=-9.8 e_lumo_ev=-0.294 e_above_lowest_kj_mol=0.0
C 1.065 -0.871 -2.226 -0.8218
C -0.660 0.065 -0.658 -0.1327
C 0.026 0.227 0.458 -0.0776
C -0.024 -0.184 -1.973 0.2375
C -0.598 0.416 1.845 -1.4192
O -2.223 0.654 -3.130 -0.5453
O -0.366 -0.146 -4.584 -0.6003
S -0.820 0.514 -3.389 1.0420
Cl 0.059 2.373 -3.557 -0.1923
H 1.021 -1.143 -3.318 0.3376
H 1.620 -1.323 -1.478 0.3986
H -1.783 0.033 -0.757 0.3009
H 1.130 0.313 0.414 0.3209
H -0.065 1.115 2.252 0.4517
H -0.401 -0.537 2.497 0.2542
H -1.538 0.726 1.868 0.4458



13
Properties=species:S:1:pos:R:3:mulliken_charge:R:1 method="wB97M-V/def2-TZVPD" homo_lumo_gap_ev=9.85 smiles="C=CC(=C)CF" homo_ev=-9.2 e_lumo_ev=0.685 e_above_lowest_kj_mol=131.8
C -0.076 -1.466 0.916 -0.4424
C 0.154 -0.434 -0.125 0.7439
C 1.333 -0.406 -0.760 -1.0353
C -0.819 0.758 -0.009 -0.1339
C -0.758 1.908 -0.649 -0.6336
H 0.435 -1.132 1.733 0.2818
H 0.275 -2.398 0.489 0.3301
H 1.680 0.485 -1.327 0.2125
H 1.855 -1.309 -0.805 0.3043
H -1.478 0.729 0.889 0.2143
H -1.207 2.834 -0.239 0.2344
H -0.022 2.060 -1.429 0.2185
F -1.374 -1.628 1.316 -0.2947



17
Properties=species:S:1:pos:R:3:mulliken_charge:R:1 method="wB97M-V/def2-TZVPD" homo_lumo_gap_ev=9.02 homo_ev=-8.5 e_lumo_ev=0.505 e_above_lowest_kj_mol=242.9
C -0.332 -0.124 -2.049 0.6732
C -0.254 -0.848 2.263 -0.7793
C -1.307 -0.491 1.546 0.0854
C 1.382 0.224 0.928 -0.1417
C 0.875 0.632 -1.495 -0.6759
N 1.360 -0.118 -0.332 0.0344
O -0.208 -1.145 -2.663 -0.5379
O -1.537 0.371 -1.757 -0.4549
F -1.948 0.671 1.758 -0.2753
F 0.991 1.515 1.073 -0.1903
H 0.061 -0.268 3.113 0.3020
H 0.215 -1.799 2.106 0.3299
H -1.722 -1.023 0.702 0.3929
H 0.636 1.653 -1.189 0.4248
H 1.659 0.648 -2.257 0.2414
H 1.648 -1.062 -0.546 0.2248
H -1.518 1.163 -1.203 0.3467



16
Properties=species:S:1:pos:R:3:mulliken_charge:R:1 method="wB97M-V/def2-TZVPD" homo_lumo_gap_ev=8.91 smiles="CN1CSC=C1C(F)F" homo_ev=-8.1 e_lumo_ev=0.798 e_above_lowest_kj_mol=0.0
C 0.572 1.585 -0.505 -0.0386
C 0.671 0.409 0.140 -0.2845
C -1.548 0.861 0.675 -0.5781
C -1.020 -1.244 -0.408 -0.8473
C 1.891 -0.463 0.224 0.1378
N -0.576 -0.202 0.473 -0.0989
F 2.375 -0.826 -0.938 -0.2376
F 2.899 0.314 0.794 -0.2848
S -1.021 2.304 -0.436 -0.1555
H 1.348 2.034 -1.104 0.4001
H -2.467 0.407 0.552 0.4892
H -1.247 1.157 1.780 0.2993
H -2.034 -1.693 -0.120 0.3348
H -1.250 -1.084 -1.506 0.3075
H -0.278 -2.171 -0.479 0.2575
H 1.685 -1.387 0.857 0.2991